{
  "formula": "C14H29AgBrO5",
  "method": "wB97M-V/def2-TZVPD",
  "s_squared": 0.759,
  "homo_energy_ev": [-7.563, -7.103],
  "fmax_ev_per_a": 2.4,
  "lumo_ev": [0.7, -1.6],
  "orbital_gap_ev": [8.232, 5.538],
  "multiplicity": 2,
  "elements": ["Ag", "C", "C", "O", "H", "H", "H", "H", "H", "Br", "C", "C", "O", "C", "H", "H", "H", "H", "H", "H", "C", "C", "O", "C", "H", "H", "H", "H", "H", "H", "C", "C", "O", "C", "H", "H", "H", "H", "H", "H", "C", "C", "O", "C", "H", "H", "H", "H", "H", "H"],
  "coordinates": [[2.5513, 32.3732, -16.5586], [-1.1239, 31.3667, -18.3351], [-0.7495, 32.5786, -17.4383], [0.2037, 32.3010, -16.4995], [-1.8390, 31.6604, -19.1135], [-1.5601, 30.5601, -17.7447], [-0.2978, 30.9761, -18.9310], [-1.7117, 32.9400, -17.0606], [-0.3336, 33.2993, -18.1594], [5.2139, 32.2245, -16.4842], [3.5883, 30.4979, -12.5900], [2.7870, 30.2100, -13.8354], [2.5560, 31.0868, -14.6411], [2.2821, 28.8387, -14.1399], [4.6422, 30.3679, -12.8296], [3.2682, 29.8155, -11.7996], [3.3763, 31.5012, -12.2331], [1.4655, 28.9349, -14.8570], [1.7712, 28.3390, -13.3015], [2.9710, 28.0487, -14.4414], [1.7190, 28.5323, -18.9813], [2.7699, 29.5684, -18.5978], [2.4664, 30.5057, -17.9035], [4.1264, 29.3378, -19.1197], [1.4823, 28.6144, -20.0440], [0.7890, 28.7332, -18.4454], [1.9423, 27.4959, -18.7250], [4.1618, 29.2374, -20.2021], [4.5978, 28.5104, -18.5862], [4.7367, 30.2087, -18.8500], [1.5014, 33.9239, -12.6213], [1.3887, 34.3188, -14.0644], [2.2652, 34.0920, -14.8604], [0.1914, 35.1452, -14.4946], [1.2699, 32.8644, -12.5078], [0.8581, 34.5157, -11.9759], [2.5461, 34.0791, -12.3472], [0.5266, 36.1692, -14.6856], [-0.5142, 35.2401, -13.6687], [-0.2725, 34.7635, -15.4003], [2.6062, 36.0632, -17.6648], [2.1807, 34.9585, -18.5932], [2.3622, 33.8033, -18.3189], [1.4335, 35.4036, -19.8024], [3.1761, 35.7759, -16.7841], [1.6732, 36.5195, -17.3165], [3.1958, 36.8086, -18.2004], [0.3758, 35.3947, -19.5243], [1.5041, 34.6427, -20.5839], [1.7864, 36.3469, -20.2044]],
  "atomic_forces_ev_per_a": [[-0.2, 0.3, -0.1], [-0.1, 0.1, -0.3], [0.6, -1.2, -1.9], [0.3, 0.0, 0.9], [-0.3, 0.1, 0.3], [0.0, 0.0, 0.0], [0.4, 0.0, 0.5], [0.2, 0.5, 0.6], [-0.2, 0.5, 0.2], [-0.2, 0.0, 0.0], [-0.8, -0.4, 0.2], [0.4, 0.3, -0.5], [-0.2, -0.1, 0.8], [-1.5, -1.3, 0.5], [0.1, 0.1, 0.1], [0.4, -0.1, 0.0], [0.3, 0.2, -0.3], [0.4, 0.0, -0.4], [0.3, 0.5, 0.4], [0.5, 0.5, -0.3], [-0.9, 0.2, 0.5], [-1.0, -1.0, -0.2], [-0.3, -0.3, -0.2], [1.4, 1.2, 0.4], [0.2, -0.2, -0.1], [0.1, 0.3, 0.0], [0.6, 0.1, -0.3], [-0.1, -0.5, 0.0], [-0.2, -0.3, -0.3], [-0.1, -0.1, -0.1], [0.4, 0.0, 0.0], [-0.6, 0.8, -0.4], [0.4, -0.1, 0.0], [-0.1, 0.2, 0.6], [-0.1, 0.0, 0.0], [-0.1, 0.0, 0.0], [0.0, -0.2, 0.1], [0.2, -0.1, -0.1], [-0.3, -0.2, -0.2], [0.0, -0.2, 0.0], [0.0, 0.3, 0.2], [0.6, 1.0, 0.9], [-0.3, -0.8, -0.7], [-0.2, -1.0, -0.8], [-0.1, -0.6, -0.2], [0.1, 0.3, -0.1], [-0.2, 0.1, -0.1], [0.0, 0.5, 0.0], [0.1, 0.0, 0.1], [-0.3, 0.2, 0.2]]
}